A cluster of 7 separate species, C49H111N6O in total at a distorted geometry. Source: the Open Molecules 2025 dataset; level of theory: ωB97M-V/def2-TZVPD.

Results
HOMO-LUMO gap in eV: 7.403
Molar mass in g mol⁻¹: 800.47
Energy in Ha: -2335.3548
F_max in eV/Å: 3.09
Net charge: +5
Energy above the lowest of the compared OMol25 structures with the same formula, charge and spin in eV: 2.705

Structure (XYZ):
```
167
Properties=species:S:1:pos:R:3:forces:R:3:lowdin_charge:R:1
C 0.573401 0.135260 1.199645 1.4768 0.7529 -1.4106 -0.39
O 1.443681 0.650250 0.239205 -0.5675 -0.1288 -0.1972 -0.42
H -0.337549 -0.333210 0.827085 -0.7920 -0.3991 -0.6375 0.01
H 1.044981 -0.665180 1.769745 0.0597 -0.0580 0.7966 0.05
H 0.201761 0.955250 1.814135 -0.1609 0.1341 1.0459 0.02
C -3.118409 0.035780 5.160125 -0.8065 0.7546 -0.3388 -0.07
C -2.776469 0.590920 3.715275 -0.4693 1.3152 1.6464 -0.18
C -3.707239 1.813350 3.418315 -1.2571 -0.8144 -1.7304 -0.08
N -3.962589 2.130830 1.915905 0.4161 0.7526 -1.8610 -0.20
C -4.705609 3.533890 1.755315 1.5721 -0.3230 1.1249 0.05
C -4.814079 1.042790 1.144855 0.4689 0.2982 2.8265 -0.07
C -4.288819 0.978090 -0.223245 -0.8426 0.3680 -1.5865 -0.17
C -2.869689 1.351410 -0.095805 2.0081 0.6583 -1.0174 -0.18
C -2.660789 2.208190 1.082815 0.0397 2.0418 1.4446 -0.12
H -3.255829 0.789100 5.935835 0.8419 0.6789 -0.2155 0.08
H -2.423179 -0.691290 5.579805 -0.0501 -0.0674 -0.4639 0.08
H -4.153339 -0.301700 5.215885 -0.0115 -0.8635 -0.5379 0.06
H -2.938429 -0.191900 2.974285 0.2969 0.0485 -0.0642 0.08
H -1.753559 0.966320 3.743975 0.1410 -0.4424 -0.3914 0.10
H -3.460589 2.815090 3.770135 0.2217 -0.5338 0.8136 0.14
H -4.724059 1.498460 3.652875 -0.0323 0.4523 0.9271 0.13
H -5.615099 3.618000 2.350175 -0.0559 -0.6012 -0.2005 0.12
H -4.824119 3.900680 0.735745 -0.1810 -0.9348 -0.2085 0.11
H -4.005769 4.252400 2.181995 0.0307 -0.0316 0.2149 0.09
H -5.815629 1.450820 1.280945 -0.1795 -0.9173 -0.1182 0.14
H -4.548899 0.148560 1.708905 -0.7619 -0.1952 0.0579 0.11
H -4.906569 1.660870 -0.806595 0.4550 0.2487 -0.3916 0.14
H -4.248149 0.058900 -0.807655 -0.9505 -0.4457 0.6509 0.13
H -2.547719 1.895310 -0.983845 0.2957 -0.3133 -0.1515 0.12
H -2.202689 0.511070 0.096645 -0.2096 -0.4142 -0.6059 0.10
H -2.466379 3.268960 0.924515 -0.5777 0.1458 -0.6302 0.12
H -1.715369 1.978580 1.574315 -0.5417 -0.7967 0.8459 0.10
C 4.163351 1.303990 2.805435 -0.8050 -0.3608 -0.2913 -0.07
C 3.877141 2.624150 2.093345 -0.3162 1.9332 0.6883 -0.21
C 2.574291 3.359380 2.622065 1.0241 0.4119 -0.9029 -0.08
N 2.201101 4.708430 1.919725 -1.9621 -0.6336 -1.9592 -0.20
C 1.817001 4.384310 0.380605 0.9870 0.6568 1.2057 0.03
C 0.809181 5.242360 2.491825 0.5970 -2.0677 0.8203 -0.10
C 0.826161 6.751530 2.626345 1.2365 -0.6368 0.3836 -0.12
C 2.261751 7.117700 2.165435 0.1070 0.4150 -1.6745 -0.12
C 3.203091 5.876190 2.125375 -1.9332 -0.8196 0.6650 -0.04
H 3.254241 0.707740 2.883535 -0.0967 -0.0835 -0.1095 0.07
H 4.546551 1.403310 3.821005 0.0877 0.3443 -0.1267 0.10
H 4.868241 0.703590 2.230305 0.0777 0.0983 0.0497 0.05
H 3.825731 2.607930 1.004685 -0.1876 -0.7014 0.0010 0.08
H 4.719111 3.279800 2.315375 0.1334 0.2415 -0.0188 0.11
H 2.701991 3.688570 3.653285 -0.1922 -0.5078 0.1328 0.13
H 1.744161 2.677510 2.437555 -0.1925 0.1643 0.3174 0.11
H 1.164191 3.511610 0.398405 0.1051 -0.0021 0.0791 0.07
H 2.679531 4.183670 -0.254915 0.3691 -0.2397 0.5802 0.08
H 1.356911 5.247250 -0.100815 -0.2793 0.1507 0.5867 0.10
H 0.017731 4.700290 1.974275 0.0565 0.6284 -0.7887 0.11
H 0.714281 4.724240 3.446095 0.4007 0.4204 0.4420 0.12
H 0.028631 7.277390 2.101445 0.2869 -0.0955 -0.1621 0.13
H 0.763161 7.001770 3.685365 -0.2873 -0.0218 -0.0648 0.12
H 2.210591 7.403030 1.114685 -0.1674 0.3602 -0.0787 0.11
H 2.592111 8.019080 2.681645 0.5324 -0.4300 0.1293 0.13
H 3.888461 5.768920 1.284625 0.1901 0.6169 0.3514 0.13
H 3.653171 5.661300 3.094575 0.3298 0.0985 -0.1749 0.13
C -3.117579 -2.844700 1.093055 0.6357 -2.1643 1.0841 -0.07
C -3.330339 -3.675810 2.450015 -1.1430 2.7705 -0.7420 -0.18
C -4.704859 -4.359120 2.272455 1.3393 -1.6996 1.9806 -0.11
N -5.322059 -4.732200 3.643795 -0.6226 1.3098 0.1320 -0.23
C -4.442699 -5.566570 4.553535 0.7866 -0.4489 -1.3405 0.04
C -6.647729 -5.400920 3.390615 -0.4862 -1.3319 -0.5542 -0.12
C -7.569319 -5.015840 4.508835 -0.6031 0.0371 0.3385 -0.14
C -7.232789 -3.568970 4.768755 0.9698 0.4296 1.2621 -0.14
C -5.732179 -3.421370 4.428335 -0.3913 -0.1319 -0.3876 -0.06
H -2.757119 -3.680530 0.493425 -0.0491 0.4161 -0.9569 0.05
H -2.327229 -2.094290 1.111325 -0.1445 0.0824 0.2725 0.05
H -4.066009 -2.484100 0.694875 0.1620 0.1520 0.0821 0.07
H -3.366899 -2.950220 3.262595 -0.3197 0.1019 0.1940 0.08
H -2.479319 -4.292790 2.738495 -0.2670 -0.4516 -0.6241 0.12
H -4.492339 -5.318830 1.801405 -0.3908 -0.1213 -0.2250 0.13
H -5.506619 -3.869540 1.719645 0.4506 0.4434 0.1456 0.13
H -3.513079 -5.025980 4.731465 -0.4672 0.3476 0.7084 0.10
H -4.056549 -6.438430 4.025475 -0.4939 -0.1513 -0.4528 0.11
H -4.967109 -5.974920 5.417445 -0.0588 0.7243 0.0613 0.13
H -6.509699 -6.474200 3.259775 0.2880 -0.0672 0.3636 0.15
H -7.070099 -5.119100 2.426105 0.2785 0.6411 -0.0031 0.14
H -7.429019 -5.620630 5.404745 0.1051 -0.0647 -0.0760 0.13
H -8.629259 -5.064290 4.259275 0.1460 -0.4673 -0.2362 0.14
H -7.285119 -3.374960 5.840075 -0.4013 0.1468 -0.0236 0.13
H -7.907519 -2.860490 4.288245 0.3322 -0.0801 -0.3209 0.13
H -5.107679 -3.337780 5.317775 -0.0256 -0.2787 -0.1289 0.13
H -5.553689 -2.525580 3.833535 0.1979 -0.3035 -0.3374 0.11
C -3.279449 -6.039960 -1.477135 -0.8634 0.4567 0.5258 -0.08
C -2.595379 -4.905930 -2.268675 1.3100 -0.2074 1.1877 -0.21
C -1.035949 -4.935000 -2.060515 -0.2814 0.8605 -1.4895 -0.06
N -0.395569 -3.649750 -2.702185 0.0720 2.2328 -0.7601 -0.22
C -0.673849 -2.365720 -1.840305 0.5932 -1.4090 -0.2488 0.04
C -0.872809 -3.396330 -4.197255 -0.6987 -0.6149 1.3710 -0.07
C 0.138501 -2.538460 -4.969065 -1.2099 -0.2709 1.1760 -0.12
C 1.403901 -2.774080 -4.152905 1.2686 0.3167 0.6493 -0.14
C 1.109081 -3.690000 -2.955545 -0.7063 -2.0526 -0.8411 -0.10
H -3.072539 -6.105430 -0.408965 0.6948 0.4043 0.0998 0.06
H -3.162369 -7.068260 -1.819195 0.2504 0.2894 -0.5711 0.09
H -4.348349 -5.827440 -1.457155 -0.1619 -0.1588 -0.3958 0.08
H -2.833629 -3.900810 -1.920745 -0.7689 -0.1877 0.4498 0.07
H -2.969489 -4.908350 -3.292465 0.6460 -0.3744 -0.1724 0.12
H -0.581429 -5.814110 -2.517335 0.1323 0.1866 -0.2994 0.14
H -0.692909 -4.924600 -1.025955 -0.4519 0.1053 0.1256 0.13
H -0.329529 -1.456130 -2.332435 0.1039 -0.3293 -0.3385 0.08
H -0.047459 -2.520720 -0.961835 -0.3171 0.2509 0.2095 0.10
H -1.726719 -2.242930 -1.586345 0.1392 -0.3355 -0.0878 0.08
H -1.860409 -2.946900 -4.093575 -0.0405 -0.3294 -0.3458 0.13
H -0.900489 -4.421870 -4.565495 -0.3221 0.1964 -0.3579 0.14
H -0.199599 -1.503040 -5.010165 0.1809 0.1384 0.3693 0.09
H 0.074051 -2.848820 -6.011955 0.7229 -0.3110 0.1028 0.14
H 1.830171 -1.899430 -3.661605 -0.0823 0.6086 -0.7049 0.09
H 2.188921 -3.220780 -4.763065 0.0598 0.0209 0.1575 0.13
H 1.726701 -3.604920 -2.061445 -0.3187 0.5313 0.0370 0.13
H 1.261791 -4.713110 -3.299095 0.0747 -0.1814 0.0951 0.13
C 3.665541 -2.209880 1.268965 0.4572 0.4387 -0.9348 -0.07
C 5.073161 -1.952090 0.632345 -1.3503 0.4719 0.2183 -0.19
C 4.922491 -1.019660 -0.585995 1.2603 0.3448 0.1668 -0.12
N 6.306391 -0.403230 -1.014725 -0.6557 1.5191 -0.2324 -0.21
C 6.900771 0.585880 0.083635 -0.0618 -1.8261 -0.9335 0.07
C 7.376811 -1.413750 -1.551805 -1.7008 -0.4844 0.5840 -0.06
C 7.859171 -0.897180 -2.919655 -0.2617 0.8096 -0.2204 -0.10
C 7.341641 0.579020 -3.022415 -0.3681 -0.7703 1.0152 -0.12
C 6.010131 0.469230 -2.259505 0.9575 -0.0260 1.1049 -0.13
H 2.989411 -2.616020 0.516625 -0.0604 -0.4208 0.0879 0.06
H 3.231951 -1.235830 1.495515 0.0123 0.0304 0.2246 0.03
H 3.693911 -2.827090 2.166925 0.1089 -0.0321 -0.2300 0.09
H 5.611531 -2.865270 0.378675 -0.0908 0.0093 -0.0161 0.12
H 5.606831 -1.440900 1.433575 0.3886 0.0298 -0.2412 0.09
H 4.203241 -0.206040 -0.492195 0.3472 0.6269 1.1666 0.11
H 4.438991 -1.402140 -1.484915 0.7505 -1.1835 -0.1592 0.11
H 7.805691 0.988130 -0.371795 -0.0218 -0.0976 0.3199 0.10
H 7.110501 -0.032250 0.956585 0.2790 0.1947 -0.1401 0.10
H 6.232361 1.395720 0.376035 -0.3622 -0.2980 -0.4596 0.09
H 7.980771 -1.754520 -0.710845 0.6515 0.7048 -0.3057 0.14
H 6.803961 -2.306960 -1.801025 -0.2103 -0.0383 0.3325 0.12
H 8.920971 -1.045100 -3.116655 -0.1080 0.1694 0.1460 0.13
H 7.285901 -1.507470 -3.617515 0.3568 0.1623 -0.3893 0.12
H 7.998771 1.252390 -2.472095 0.0723 -0.0307 0.0385 0.11
H 7.188631 1.076780 -3.979985 0.1589 -0.6779 -0.2834 0.13
H 5.717561 1.436310 -1.850535 -0.5206 -0.0696 -0.3277 0.12
H 5.210701 -0.084850 -2.751445 0.1303 0.4341 -0.4951 0.11
C 2.447241 5.889250 -4.650185 0.5647 -1.0210 -0.7349 -0.06
C 2.236671 4.308140 -4.889845 -0.8024 1.3366 2.1827 -0.16
C 1.377231 3.744630 -3.727965 -1.7171 -0.9107 -0.5607 -0.10
N 1.196381 2.179340 -3.697215 2.0020 0.3946 0.9835 -0.22
C 2.531721 1.592900 -3.052715 -1.8035 0.1925 -0.1941 0.05
C 0.813561 1.583990 -5.046435 0.8400 0.2144 0.8670 -0.07
C -0.698229 1.777130 -5.116355 -0.1693 -0.1111 -0.5038 -0.13
C -1.211499 1.760570 -3.708195 0.7531 0.7524 2.5550 -0.16
C 0.051811 1.745100 -2.783675 -0.2036 -0.9868 -0.8410 -0.11
H 1.604041 6.557550 -4.475555 -0.6328 -0.8113 0.3818 0.08
H 2.797231 6.309490 -5.593065 0.5501 -0.1949 0.0687 0.08
H 3.185071 6.069680 -3.868425 0.0329 -0.0218 -0.1187 0.07
H 3.166351 3.742650 -4.826495 0.2823 0.4794 -0.7634 0.10
H 1.683461 4.205110 -5.823355 0.3173 -0.3429 0.0116 0.11
H 0.359101 4.107570 -3.868585 -0.1297 0.1165 0.0226 0.13
H 1.597961 3.942650 -2.679075 0.7149 0.4217 -0.2525 0.11
H 2.488611 1.813310 -1.986105 -0.2366 0.1135 0.0798 0.08
H 3.459711 1.999190 -3.455025 -0.4152 -0.0880 -0.5190 0.09
H 2.413651 0.511610 -3.123155 0.3923 0.0558 -0.2524 0.08
H 1.177381 0.563460 -4.927005 -0.6552 -0.3641 -0.2628 0.11
H 1.430261 1.987830 -5.849375 -0.2813 0.3407 0.1050 0.14
H -1.149949 0.935250 -5.641045 0.0406 0.3993 -0.4766 0.12
H -1.029119 2.735250 -5.517115 0.4449 -0.2595 -0.7741 0.13
H -1.919989 0.951260 -3.531695 0.2516 -0.0357 0.3037 0.11
H -1.652449 2.682310 -3.328635 -0.7995 0.1039 -1.0000 0.11
H 0.232741 0.725500 -2.443405 0.5773 0.0669 0.0302 0.10
H 0.012911 2.340240 -1.871325 0.0916 0.1821 -0.2496 0.12
```
Positions in Å, forces in eV/Å.



The molecule C3H5ClF2 at a distorted geometry. Source: the Open Molecules 2025 dataset; level of theory: ωB97M-V/def2-TZVPD.

Results
HOMO-LUMO gap in eV: 12.053
Molar mass in g mol⁻¹: 114.52
Energy in Ha: -777.1939
F_max in eV/Å: 4.68
Net charge: 0
Energy above the lowest of the compared OMol25 structures with the same formula, charge and spin in eV: 0.948

Structure (XYZ):
```
11
Properties=species:S:1:pos:R:3:forces:R:3:nbo_charge:R:1
C -0.297955 0.633685 1.108786 -2.0123 -1.8356 -0.6415 -0.64
C -0.419696 -0.112815 -0.301804 -2.3101 3.3170 2.3579 0.33
F -0.653343 0.924149 -1.234579 -1.1516 -0.2283 0.0896 -0.37
Cl -1.797836 -1.208792 -0.222275 0.0750 -0.1585 -0.4259 -0.03
C 0.828440 -0.595643 -0.849105 -1.9740 -1.0293 -0.2524 -0.02
F 1.396905 -1.410510 0.031359 1.5053 -1.2837 0.2021 -0.32
H 0.650210 1.066240 1.114340 1.4875 1.0183 0.2834 0.21
H -0.394973 -0.096471 1.925202 0.3738 0.0536 -0.3523 0.23
H -1.117887 1.360553 1.321488 0.6652 -0.4462 -0.8216 0.24
H 1.227702 0.318269 -1.042427 2.9810 2.3796 0.1630 0.18
H 0.578428 -0.878664 -1.850988 0.3602 -1.7870 -0.6023 0.18
```
Positions in Å, forces in eV/Å.



Question: Which of these has the lowest energy?
Answer: C49H111N6O



Question: molar mass of number 1 (C49H111N6O)?
Answer: 800.47 g mol⁻¹